Here is a molecular structure, C21H34I3NO9PS at a distorted geometry from the OMol25 dataset. Energies are from ωB97M-V/def2-TZVPD.

Geometry as XYZ:
```
70
Properties=species:S:1:pos:R:3:forces:R:3
C -4.403 0.387 2.637 0.402 0.364 -0.531
C -4.744 1.243 1.381 -0.150 -0.136 0.953
C -3.770 2.435 1.163 -1.120 -0.570 -0.882
C -3.113 2.344 -0.225 0.345 0.661 0.260
C -1.763 3.110 -0.366 -0.667 -0.170 -0.779
C -0.742 2.278 -1.184 -0.914 0.943 0.481
C 0.168 1.292 -0.437 1.082 0.909 -0.679
O 0.561 0.277 -1.343 -0.362 -0.365 0.745
C -0.415 -0.687 -1.701 -0.146 -0.841 -0.675
C -0.309 -2.055 -1.004 -0.244 -0.488 0.129
N -0.177 -3.203 -1.937 -0.770 -0.066 -0.217
C -1.349 -4.085 -1.799 1.006 -0.239 -0.084
C -1.296 -5.295 -2.750 -1.849 -0.189 0.774
C -1.868 -6.508 -1.986 0.624 0.587 -0.044
O -2.228 -5.021 -3.820 0.639 0.124 -0.423
C 1.513 2.021 -0.110 -0.297 -0.955 0.223
C 1.347 3.509 0.301 -0.095 1.928 0.411
O 0.899 3.851 1.413 0.129 -1.162 -0.104
O 1.718 4.307 -0.589 0.218 -0.437 -0.678
C 2.539 1.207 0.787 0.190 0.582 0.290
P 3.409 -0.051 -0.304 -0.917 0.186 -1.051
O 2.773 -1.384 -0.340 0.363 -0.398 0.625
C 3.489 2.289 1.368 0.673 0.062 0.907
I 3.264 2.902 3.418 -0.190 -0.193 -0.435
C 4.421 2.936 0.663 -0.139 0.000 -0.082
C 4.653 2.743 -0.815 0.742 0.487 -0.189
I 5.720 4.423 1.474 -0.317 -0.389 -0.295
C 1.913 0.391 1.947 -0.225 -0.324 0.746
C 2.730 -0.740 2.644 -0.363 -0.619 -0.156
C 4.230 -0.676 2.848 0.932 0.641 0.473
O 4.890 0.079 3.481 -0.892 -0.615 -0.542
I 5.378 -2.350 1.931 -0.236 -0.020 0.110
O 0.708 -0.338 1.559 0.180 0.726 -0.542
S -0.474 0.652 1.136 -2.192 -0.466 0.588
O -1.640 -0.163 0.964 0.379 -0.988 -0.934
O -0.713 1.657 2.115 1.257 0.509 0.218
H -4.246 -0.661 2.382 -0.166 -0.044 0.107
H -3.453 0.749 3.031 -0.031 -0.159 0.186
H -5.162 0.489 3.413 0.007 -0.139 -0.006
H -4.800 0.605 0.497 0.179 0.053 -0.034
H -5.763 1.612 1.539 0.045 0.104 -0.205
H -3.062 2.520 1.982 0.131 -0.027 -0.122
H -4.414 3.319 1.137 0.396 0.265 0.300
H -3.823 2.787 -0.934 0.045 -0.112 -0.058
H -2.995 1.314 -0.566 0.072 -0.111 0.380
H -1.984 3.981 -0.990 0.230 0.106 0.123
H -1.379 3.503 0.572 0.144 -0.268 0.030
H -0.122 2.992 -1.731 0.454 -0.248 0.256
H -1.332 1.794 -1.965 0.167 -0.486 0.175
H -1.444 -0.336 -1.597 0.183 0.390 0.246
H -0.298 -0.867 -2.777 0.251 0.164 0.048
H -1.239 -2.207 -0.449 0.045 0.135 0.073
H 0.488 -2.120 -0.266 0.186 0.419 -0.236
H -0.220 -2.894 -2.904 0.321 0.308 0.094
H -1.343 -4.462 -0.774 -0.084 0.145 0.037
H -2.292 -3.554 -1.979 -0.052 -0.118 0.072
H -0.292 -5.493 -3.126 -0.010 0.152 -0.077
H -1.798 -7.428 -2.568 0.022 -0.047 0.115
H -1.330 -6.580 -1.040 0.008 -0.475 -0.068
H -2.912 -6.292 -1.745 -0.003 -0.061 -0.010
H -2.804 -5.781 -3.910 0.004 -0.061 -0.124
H 1.972 2.057 -1.094 -0.104 0.133 -0.042
H 4.780 -0.026 0.031 -0.099 0.097 0.140
H 3.333 0.512 -1.598 0.305 0.200 0.301
H 5.152 1.797 -1.026 -0.150 -0.072 -0.030
H 3.763 2.897 -1.422 -0.190 -0.147 0.221
H 5.361 3.496 -1.162 -0.080 -0.001 0.008
H 1.557 1.038 2.747 0.278 0.446 -0.364
H 2.286 -0.865 3.637 0.255 0.231 0.120
H 2.496 -1.672 2.133 0.164 0.147 -0.266
```
Forces are in eV/Å.

Computed properties:
- Charge: -1
- E: -3185.094562 hartree
- E_LUMO: 2.036 eV
- Frontier orbital gap: 7.30 eV



Here is a molecular structure, C21H34N5O4S2Tc at a distorted geometry from the OMol25 dataset. Energies are from ωB97M-V/def2-TZVPD.

Geometry as XYZ:
```
67
Properties=species:S:1:pos:R:3:forces:R:3
Tc -0.603 -0.442 0.277 2.912 -0.445 1.250
N -0.966 1.388 1.306 0.225 -0.755 -0.104
C -2.361 1.499 1.808 -0.642 -0.283 0.010
C -2.862 0.097 2.103 0.122 0.554 0.318
N -2.606 -0.789 0.936 0.149 -0.171 0.117
C -3.594 -0.691 -0.168 -0.066 0.175 -0.737
C -3.131 0.301 -1.230 -0.516 0.091 0.412
N -1.703 0.027 -1.535 0.080 -0.426 0.422
H -0.725 2.208 0.757 0.273 0.182 -0.151
H -0.327 1.352 2.102 0.149 0.142 -0.033
H -2.418 2.111 2.709 0.163 0.048 -0.076
H -2.976 1.975 1.048 0.112 0.103 0.013
H -2.304 -0.306 2.950 -0.074 -0.120 -0.020
H -3.921 0.121 2.364 0.020 -0.121 -0.051
H -2.653 -1.742 1.304 0.258 -0.167 -0.069
H -3.673 -1.673 -0.635 -0.031 -0.078 0.152
H -4.583 -0.414 0.205 0.053 -0.069 0.062
H -3.760 0.189 -2.115 0.131 0.114 -0.036
H -3.219 1.328 -0.883 0.032 0.007 -0.125
H -1.672 -0.722 -2.226 0.204 -0.022 -0.040
H -1.268 0.829 -1.987 0.171 0.363 -0.261
N -1.310 -3.554 2.045 -0.225 0.273 0.092
N 0.068 -3.471 2.301 -0.251 0.758 -0.182
C 0.725 -2.278 2.218 1.371 -2.926 0.018
O 1.931 -2.190 2.319 -0.857 0.550 0.234
O -0.051 -1.226 1.984 -1.845 2.386 -1.762
H -1.830 -3.572 2.919 0.115 -0.229 0.070
H -1.507 -4.417 1.551 0.059 0.000 -0.062
H 0.584 -4.293 2.577 0.137 0.058 0.157
O 1.351 -0.060 -0.289 -2.808 1.124 0.418
S 2.630 -0.870 0.011 1.243 -0.910 -1.350
C 3.868 -0.420 -1.317 0.257 0.197 -0.194
C 3.557 0.703 -2.308 -0.315 0.627 0.448
C 3.854 2.095 -1.707 -0.154 -0.143 -0.273
C 3.744 3.254 -2.698 -0.242 0.191 0.015
S 2.025 3.780 -3.145 0.198 0.943 -0.393
O 1.102 2.909 -2.369 -0.830 -1.443 0.672
C 1.866 5.361 -2.291 0.269 -0.452 0.167
C 1.846 5.303 -0.893 0.310 0.282 -0.524
C 1.718 6.480 -0.187 -0.149 0.136 0.020
C 1.540 7.684 -0.867 -0.016 0.039 -0.337
C 1.567 7.725 -2.262 -0.185 0.100 0.553
C 1.716 6.555 -2.987 0.266 -0.438 0.055
C 2.158 -2.477 -0.659 0.138 0.095 0.584
C 0.931 -2.650 -1.276 -0.276 0.236 0.338
C 0.584 -3.895 -1.780 -0.094 -0.124 0.064
C 1.459 -4.961 -1.627 -0.101 0.010 -0.114
C 2.675 -4.785 -0.978 0.003 0.010 0.026
C 3.031 -3.538 -0.483 0.024 0.064 -0.017
H 4.041 -1.357 -1.841 -0.064 -0.095 0.102
H 4.772 -0.154 -0.768 -0.048 -0.145 0.250
H 2.527 0.643 -2.664 -0.010 0.030 -0.061
H 4.215 0.552 -3.167 -0.031 -0.179 0.022
H 4.895 2.102 -1.373 -0.041 -0.032 0.140
H 3.217 2.264 -0.837 -0.010 0.087 0.026
H 4.225 2.996 -3.643 -0.015 0.057 -0.002
H 4.207 4.160 -2.312 0.213 -0.095 0.047
H 1.981 4.357 -0.384 -0.026 -0.028 -0.019
H 1.767 6.466 0.893 -0.112 0.070 0.049
H 1.356 8.593 -0.311 0.185 0.024 0.002
H 1.460 8.666 -2.783 -0.054 0.033 0.031
H 1.731 6.585 -4.069 0.015 -0.099 -0.018
H 0.240 -1.805 -1.399 0.152 -0.065 -0.343
H -0.355 -4.030 -2.298 -0.029 -0.043 0.014
H 1.185 -5.933 -2.014 0.042 -0.018 -0.024
H 3.346 -5.622 -0.848 0.024 -0.015 -0.001
H 3.970 -3.402 0.038 0.046 -0.021 0.011
```
Forces are in eV/Å.

Computed properties:
- Multiplicity: 2
- ⟨S²⟩: 0.79
- Charge: +3
- E: -2271.453323 hartree
- E_LUMO (alpha / beta): -13.012 / -12.597 eV
- Frontier orbital gap (alpha / beta): 2.23 / 2.61 eV



Here is a molecular structure, C21H34N7O3P2PtS2 from the OMol25 dataset. Energies are from ωB97M-V/def2-TZVPD.

Geometry as XYZ:
```
70
Properties=species:S:1:pos:R:3:forces:R:3
Pt 0.342 -1.367 -1.690 -0.311 -0.151 -0.479
C 3.382 0.577 1.965 0.014 0.011 -0.056
N 1.976 0.945 2.109 -0.078 0.114 0.047
C 1.661 1.544 3.402 -0.023 -0.035 -0.002
P 1.128 1.240 0.732 -0.061 -0.065 -0.092
O 1.376 0.200 -0.296 -0.014 -0.056 0.264
O -0.358 1.322 1.331 0.001 -0.021 0.001
P -1.758 0.937 0.561 0.125 -0.086 -0.102
O -1.530 -0.190 -0.361 -0.108 0.034 0.123
N -2.762 0.572 1.803 0.061 0.050 -0.045
C -2.392 -0.583 2.615 0.018 -0.050 -0.003
C -3.564 1.564 2.505 -0.002 0.030 -0.011
N -2.232 2.309 -0.172 0.007 0.050 0.100
C -2.071 3.633 0.406 -0.003 0.016 0.025
C -2.751 2.286 -1.535 -0.023 -0.025 -0.009
N 1.375 2.723 0.058 0.055 0.007 0.015
C 1.409 3.901 0.913 -0.004 0.003 0.063
C 2.148 2.866 -1.173 -0.002 0.001 -0.006
H 3.644 -0.130 2.754 0.017 0.000 -0.007
H 4.038 1.450 2.050 0.013 -0.019 -0.001
H 3.546 0.098 1.002 0.005 -0.002 -0.002
H 1.927 0.839 4.192 0.009 0.000 -0.009
H 0.598 1.751 3.480 -0.012 0.012 -0.015
H 2.222 2.469 3.569 -0.001 0.000 0.006
H -1.875 -1.314 1.995 0.001 0.002 -0.001
H -3.296 -1.049 3.008 0.011 0.010 0.001
H -1.746 -0.298 3.453 -0.014 -0.010 0.006
H -3.974 2.284 1.803 0.009 0.038 -0.022
H -2.995 2.092 3.278 -0.003 -0.001 0.002
H -4.399 1.055 2.987 0.000 -0.001 -0.009
H -1.641 3.571 1.404 -0.009 -0.013 0.004
H -3.035 4.144 0.482 0.009 -0.010 -0.021
H -1.406 4.236 -0.218 -0.011 -0.007 0.009
H -2.742 1.268 -1.916 -0.005 0.004 -0.005
H -2.123 2.907 -2.178 -0.011 -0.006 -0.012
H -3.773 2.673 -1.560 0.013 -0.003 -0.014
H 0.767 3.767 1.784 0.015 -0.010 -0.007
H 1.041 4.766 0.359 0.014 -0.009 0.004
H 2.425 4.121 1.258 -0.016 0.012 0.004
H 2.101 1.948 -1.752 -0.001 -0.017 0.002
H 3.195 3.100 -0.957 0.002 -0.002 -0.028
H 1.728 3.681 -1.765 0.004 0.003 0.002
S 4.480 -1.820 -3.120 -0.044 -0.002 0.000
C 3.713 -0.698 -4.154 -0.041 0.048 0.002
C 2.405 -0.473 -3.829 0.066 -0.107 -0.001
C 2.009 -1.242 -2.708 0.361 0.079 -0.028
C 3.034 -2.019 -2.218 -0.145 0.059 0.080
C 2.788 -2.825 -1.042 -0.071 0.076 -0.036
C 3.657 -3.716 -0.421 0.001 0.050 -0.019
C 3.224 -4.414 0.687 -0.033 0.001 0.026
C 1.933 -4.220 1.168 -0.024 0.037 -0.008
C 1.116 -3.321 0.514 0.072 0.015 -0.034
N 1.538 -2.645 -0.556 0.229 -0.117 0.167
H 4.272 -0.259 -4.965 0.009 0.006 -0.017
H 1.760 0.198 -4.377 -0.009 0.021 -0.023
H 4.654 -3.856 -0.817 0.003 0.000 -0.015
H 3.885 -5.116 1.177 0.009 -0.008 0.003
H 1.563 -4.754 2.030 0.004 -0.017 0.013
H 0.100 -3.121 0.825 -0.010 -0.017 0.021
S -0.918 -1.522 -3.566 -0.163 -0.071 0.149
C -2.156 -2.262 -2.546 0.177 0.068 0.015
N -3.451 -2.286 -2.955 0.092 0.031 -0.011
C -4.446 -2.736 -2.074 -0.011 -0.069 0.116
C -4.043 -3.187 -0.846 -0.120 0.017 -0.006
C -2.699 -3.184 -0.501 0.006 0.062 -0.108
N -1.750 -2.704 -1.398 -0.048 0.064 -0.003
H -3.689 -1.932 -3.865 0.012 0.016 -0.025
H -5.463 -2.694 -2.426 -0.007 -0.021 0.011
H -4.785 -3.551 -0.149 -0.011 -0.001 -0.001
H -2.337 -3.550 0.446 0.008 -0.020 0.011
```
Forces are in eV/Å.

Computed properties:
- Multiplicity: 3
- ⟨S²⟩: 2.03
- Charge: +1
- E: -3027.960304 hartree
- E_LUMO (alpha / beta): -2.424 / -3.746 eV
- Frontier orbital gap (alpha / beta): 5.78 / 6.91 eV



Here is 4 unconnected molecules or ions with the total composition C21H34NO13S at a distorted geometry from the OMol25 dataset. Energies are from ωB97M-V/def2-TZVPD.

Geometry as XYZ:
```
70
Properties=species:S:1:pos:R:3:forces:R:3
C 0.242 2.142 -0.175 0.239 0.616 0.358
C 1.542 1.210 -0.430 -0.116 1.371 1.269
O 1.920 1.093 -1.820 -0.956 -1.535 0.906
C 1.398 -0.103 -2.433 0.310 -0.502 -1.583
C 2.094 -1.473 -1.907 -1.074 0.338 -0.121
C 0.978 -2.604 -1.538 0.983 -1.306 1.468
C -0.016 -2.313 -0.303 0.851 2.109 -0.819
C -1.503 -2.910 -0.310 -0.550 -0.489 1.608
C -2.631 -1.748 -0.218 -0.328 3.678 -2.590
O -2.554 -0.698 -0.929 0.425 -4.341 2.882
O -3.772 -1.871 0.637 2.258 0.951 -0.352
C -4.317 -0.559 0.954 -3.887 3.653 -2.043
C -3.917 0.251 2.280 0.839 -1.298 -0.002
O -5.171 -0.009 0.205 3.857 -3.218 3.027
C 0.928 -2.584 1.002 -3.399 1.443 0.430
N 2.240 -3.206 0.564 -0.078 0.054 0.004
C 1.908 -3.740 -0.826 0.433 -1.040 -1.188
S 0.960 -5.307 -0.392 0.043 -0.190 -0.340
H -0.414 1.731 0.683 0.919 0.467 -1.574
H -0.361 2.327 -1.129 0.768 -0.575 1.377
H 0.578 3.190 0.189 -0.447 -1.732 -0.710
H 2.417 1.746 0.108 -1.269 -1.043 -0.965
H 1.383 0.217 0.115 0.351 1.070 -1.038
H 0.243 -0.174 -2.420 1.668 0.183 0.407
H 1.676 -0.034 -3.555 -0.507 0.175 1.890
H 2.749 -1.903 -2.750 -0.953 0.632 1.383
H 2.769 -1.221 -1.008 -1.047 -0.384 -1.320
H 0.420 -2.993 -2.463 1.037 0.496 1.383
H -0.160 -1.178 -0.338 0.081 -1.488 0.117
H -1.618 -3.538 0.657 0.024 0.723 -1.769
H -1.714 -3.571 -1.220 0.191 1.026 1.317
H -3.559 1.285 1.958 -0.423 -1.596 0.357
H -3.106 -0.316 2.879 -1.268 1.125 -0.977
H -4.820 0.388 2.965 1.107 -0.362 -1.200
H 0.991 -1.548 1.472 0.892 -1.788 -0.398
H 0.291 -3.226 1.696 1.576 0.494 -0.782
H 3.048 -2.558 0.637 -0.866 0.414 -0.325
H 2.550 -3.978 1.194 -0.722 0.550 -0.583
H 2.824 -3.956 -1.494 -1.231 0.292 1.564
H 1.625 -5.917 0.683 -0.075 0.978 -1.113
C -1.509 0.471 -5.508 -0.282 -0.823 0.093
C -2.222 1.696 -5.995 -0.837 0.105 -0.342
O -1.382 2.753 -5.553 0.566 -0.309 0.161
C -0.133 2.234 -5.395 0.962 0.915 0.172
O 0.849 2.887 -5.193 -0.827 -0.658 -0.137
O -0.146 0.875 -5.498 0.007 0.436 0.007
H -1.655 -0.386 -6.167 0.202 0.079 0.056
H -1.803 0.192 -4.491 -0.008 0.057 -0.029
H -2.292 1.733 -7.086 0.037 -0.014 0.072
H -3.223 1.792 -5.572 0.162 0.168 0.005
C -4.065 3.868 3.536 0.030 0.161 -0.868
C -4.448 4.796 4.649 -0.186 0.880 -0.005
O -4.730 3.910 5.723 0.292 -0.596 -0.200
C -4.051 2.756 5.479 0.007 -0.787 1.034
O -3.935 1.861 6.266 -0.067 0.709 -0.773
O -3.520 2.750 4.224 -0.115 0.032 0.456
H -3.327 4.307 2.862 0.027 -0.195 0.098
H -4.928 3.537 2.951 0.023 0.020 0.054
H -3.628 5.458 4.943 -0.036 -0.067 -0.020
H -5.322 5.401 4.405 0.024 -0.130 0.197
C 6.261 -0.098 1.029 0.900 0.457 -0.594
C 6.407 -0.203 2.516 0.924 0.118 0.436
O 5.059 -0.266 2.966 -0.961 -0.384 -0.779
C 4.314 -0.731 1.934 0.141 0.379 0.528
O 3.158 -1.064 2.025 0.908 0.000 -0.244
O 5.034 -0.777 0.783 -0.891 -0.310 0.621
H 7.083 -0.574 0.494 -0.257 -0.052 -0.044
H 6.166 0.937 0.689 -0.072 -0.105 0.017
H 6.925 -1.116 2.823 -0.090 0.054 -0.002
H 6.922 0.657 2.946 -0.241 -0.090 0.077
```
Forces are in eV/Å.

Computed properties:
- Charge: +1
- E: -2251.305586 hartree
- E_LUMO: -2.890 eV
- Frontier orbital gap: 9.46 eV



- What is the formula in the first record?
  C21H34I3NO9PS